# 1
Computed, not measured: a molecular structure, C56H42O2PS2Sr, with the ωB97M-V functional and the def2-TZVPD basis.

XYZ file:
```
104
Properties=species:S:1:pos:R:3:forces:R:3:lowdin_charge:R:1
Sr 0.790393 -1.751115 -1.653366 -0.008 -0.487 -0.020 1.4343
C 8.150768 -1.229477 -3.219353 0.005 0.002 0.002 -0.0779
C 7.412028 -0.076116 -3.002068 -0.003 0.020 -0.003 -0.0791
C 6.140760 -0.161190 -2.450314 -0.005 -0.030 -0.009 -0.1021
C 5.603669 -1.398673 -2.100942 0.055 0.036 0.003 -0.3975
C 6.355317 -2.552870 -2.322123 0.006 0.024 0.008 -0.0872
C 7.620981 -2.468685 -2.881713 -0.023 -0.004 0.009 -0.0726
P 3.951030 -1.424372 -1.331938 -0.081 0.071 -0.121 1.0829
C 3.320298 -3.028844 -1.972316 0.153 -0.199 -0.011 -0.4927
C 2.942766 -3.054175 -3.321999 0.012 -0.032 -0.040 -0.1753
C 2.287989 -4.154112 -3.864255 -0.003 0.042 0.019 -0.0857
C 2.001164 -5.252689 -3.059342 0.005 0.001 0.022 -0.0758
C 2.387268 -5.246254 -1.725401 -0.030 -0.003 0.000 -0.0583
C 3.038934 -4.142703 -1.182213 -0.033 0.034 -0.025 -0.0910
C 4.279581 -1.673578 0.435367 0.001 0.005 0.076 -0.3246
C 5.539641 -1.583111 0.967623 -0.006 -0.017 0.027 -0.0700
C 5.725317 -1.620283 2.367168 0.016 0.000 -0.001 -0.0700
C 4.652984 -1.751326 3.200066 -0.011 -0.002 0.015 -0.0323
C 3.337641 -1.860236 2.681038 0.017 0.012 -0.079 -0.1741
C 2.217296 -2.029597 3.533964 -0.012 -0.012 -0.020 -0.0454
C 0.969787 -2.169127 2.996890 -0.016 -0.005 0.033 -0.0945
C 0.795857 -2.119360 1.591247 0.057 0.024 0.057 -0.1816
C 1.829425 -1.927371 0.695925 -0.196 0.087 -0.051 -0.2378
C 3.130626 -1.811358 1.278041 0.044 -0.056 0.053 -0.2435
H 9.139685 -1.165117 -3.654792 -0.011 0.000 0.005 0.1064
H 7.821849 0.889891 -3.267799 -0.004 -0.012 0.003 0.1055
H 5.558060 0.738633 -2.288829 0.006 -0.003 0.000 0.1008
H 5.949009 -3.520506 -2.052019 0.015 -0.001 -0.002 0.1095
H 8.197190 -3.369067 -3.051741 -0.007 0.004 0.003 0.1069
H 3.166765 -2.198238 -3.954260 0.025 -0.006 0.007 0.1155
H 2.012077 -4.157150 -4.911335 0.005 -0.004 0.010 0.1114
H 1.491577 -6.112342 -3.474700 0.000 0.011 0.006 0.1102
H 2.176105 -6.102331 -1.097054 0.000 0.006 -0.012 0.1145
H 3.307852 -4.135432 -0.134227 0.027 -0.006 -0.009 0.1140
H 6.403305 -1.472722 0.323935 -0.008 0.001 0.001 0.0999
H 6.726351 -1.546159 2.772877 -0.011 0.000 -0.008 0.1052
H 4.794927 -1.785302 4.274750 -0.003 0.000 -0.012 0.1126
H 2.373850 -2.066256 4.606377 -0.013 0.000 -0.014 0.1096
H 0.110833 -2.316624 3.643799 0.028 0.004 -0.006 0.0922
H -0.232710 -2.228387 1.234648 0.019 0.027 -0.005 0.0536
C -7.890503 -0.080726 -3.041192 0.003 -0.010 0.000 -0.0335
C -6.620608 -0.545809 -2.386446 -0.002 0.004 -0.006 -0.2592
C -6.652167 -1.412336 -1.295731 -0.002 0.001 -0.007 -0.0267
C -5.482346 -1.813303 -0.670526 -0.013 -0.012 0.093 -0.0667
C -4.271881 -1.326620 -1.135665 0.115 0.230 0.016 -0.3736
C -4.207486 -0.479834 -2.231302 0.026 -0.091 -0.048 -0.0649
C -5.384393 -0.100288 -2.852021 -0.022 -0.005 0.006 -0.0235
S -2.768859 -1.815436 -0.313845 -0.129 -0.026 -0.224 1.0747
O -1.660630 -1.393454 -1.262361 0.152 -0.214 0.095 -0.6734
C -2.712778 -0.761897 1.132497 -0.010 0.001 0.099 -0.3122
C -2.736645 -1.509435 2.331813 0.057 -0.016 0.041 -0.0879
C -2.583782 -0.884755 3.534143 -0.005 -0.042 -0.025 -0.0135
C -2.363186 0.508586 3.592395 0.012 0.066 -0.032 -0.1414
C -2.139093 1.169069 4.826779 0.010 0.006 -0.007 -0.0187
C -1.913883 2.513069 4.863561 -0.001 -0.012 0.018 -0.0562
C -1.906769 3.267839 3.668402 0.005 0.013 -0.011 -0.0519
C -2.124015 2.664528 2.465468 -0.004 0.000 0.011 -0.0054
C -2.352950 1.263810 2.390806 -0.001 -0.027 0.071 -0.0961
C -2.553611 0.606012 1.143917 -0.087 -0.081 -0.071 -0.1444
C -2.614685 1.439144 -0.092543 0.018 0.045 0.008 -0.1571
C -3.853676 2.025181 -0.488779 0.046 0.051 -0.031 -0.1156
C -5.057088 1.789357 0.219237 -0.063 0.008 0.002 -0.0028
C -6.233664 2.330138 -0.216556 0.035 -0.014 0.042 -0.0557
C -6.265216 3.139745 -1.371570 0.009 0.022 -0.037 -0.0673
C -5.117417 3.389215 -2.068728 -0.036 0.010 0.003 -0.0258
C -3.884500 2.836104 -1.649644 0.016 -0.013 0.053 -0.1573
C -2.691002 3.050540 -2.387662 -0.026 0.012 -0.025 0.0005
C -1.515355 2.487759 -1.995737 0.045 -0.002 0.002 -0.0473
C -1.489994 1.697407 -0.826778 -0.013 0.033 0.103 -0.2964
S 0.006076 0.862773 -0.346484 -0.233 0.079 0.180 1.0003
O 0.701805 0.609186 -1.672849 0.156 0.377 -0.225 -0.6643
C 0.924382 2.065765 0.550225 -0.026 0.017 0.091 -0.3614
C 1.346649 1.654870 1.808961 0.017 -0.002 -0.045 -0.0550
C 2.084716 2.532604 2.587649 0.014 0.006 0.023 -0.0170
C 2.408594 3.802413 2.120373 0.006 0.018 -0.016 -0.2526
C 3.237959 4.737870 2.954939 -0.012 -0.008 0.000 -0.0404
C 1.977859 4.185714 0.845979 0.014 -0.024 0.033 -0.0219
C 1.238875 3.326142 0.056604 -0.050 0.007 -0.043 -0.0432
H -8.720035 -0.752968 -2.826835 0.008 0.004 0.002 0.0820
H -7.773667 -0.011413 -4.122508 -0.002 0.003 0.009 0.0855
H -8.162503 0.913044 -2.676326 0.013 -0.011 0.001 0.0790
H -7.603406 -1.785521 -0.936545 0.006 0.004 -0.003 0.1193
H -5.518295 -2.494913 0.172510 0.005 0.016 -0.016 0.1172
H -3.243803 -0.131300 -2.584799 -0.054 0.002 0.011 0.1143
H -5.346558 0.564022 -3.707328 0.007 -0.008 0.003 0.1248
H -2.851628 -2.586105 2.281484 -0.009 0.027 0.003 0.1121
H -2.600528 -1.456035 4.454516 -0.002 0.011 -0.015 0.1245
H -2.147553 0.582873 5.738019 0.000 0.018 -0.016 0.1186
H -1.741353 3.010225 5.809536 -0.003 -0.015 -0.015 0.1107
H -1.725891 4.334182 3.712538 -0.003 -0.017 -0.008 0.1118
H -2.112213 3.250584 1.555570 -0.005 0.001 0.004 0.1233
H -5.040957 1.170108 1.107880 0.011 0.006 -0.018 0.1259
H -7.148929 2.142121 0.330423 0.012 -0.001 -0.009 0.1134
H -7.203961 3.567877 -1.699845 0.015 0.001 0.005 0.1102
H -5.134618 4.011488 -2.955753 -0.002 -0.006 0.013 0.1189
H -2.733892 3.663090 -3.280524 0.003 -0.007 0.010 0.1227
H -0.605709 2.609873 -2.569460 -0.025 0.000 -0.011 0.1137
H 1.113676 0.655060 2.162183 -0.006 0.024 0.005 0.1028
H 2.419730 2.219446 3.569541 -0.004 0.010 -0.014 0.1222
H 3.073095 4.570344 4.018739 0.001 -0.001 -0.011 0.0813
H 3.010965 5.778898 2.727962 0.001 -0.008 0.002 0.0808
H 4.300539 4.580471 2.757518 -0.008 0.000 -0.003 0.0918
H 2.229360 5.172549 0.476200 -0.009 -0.012 -0.003 0.1193
H 0.911153 3.624807 -0.931606 0.017 0.024 0.030 0.1131
```
Forces are in eV/Å.

HOMO   -0.350 Ha
Total charge   +1
HOMO-LUMO gap   7.02 eV


# 2
Computed, not measured: a molecular structure, C56H43Cl4MoN7SSe, with the ωB97M-V functional and the def2-TZVPD basis.

XYZ file:
```
113
Properties=species:S:1:pos:R:3:forces:R:3:lowdin_spin:R:1
Mo 1.115579 0.293589 -0.154277 -0.634 -0.006 0.184 1.8682
Cl 8.261178 -3.933401 -4.310416 0.897 -0.469 -0.009 0.0000
C 7.153568 -3.231557 -3.226919 -0.555 1.032 1.171 -0.0001
C 7.449018 -2.737172 -1.936747 -0.148 -0.059 -0.047 0.0000
C 6.450802 -2.083535 -1.180695 0.673 -0.372 -1.083 -0.0010
C 5.192217 -1.880390 -1.726077 0.291 0.239 -0.138 -0.0026
C 4.917824 -2.332099 -3.014362 -0.439 -0.040 0.450 -0.0006
C 5.884227 -3.026837 -3.718676 -1.769 -0.098 -0.749 0.0000
C 4.143671 -1.155831 -0.973116 -0.225 0.620 -0.435 -0.0164
C 4.011320 0.217282 -1.231106 -0.104 -0.210 -0.221 0.0223
C 4.948429 1.018110 -2.005711 -0.488 -0.028 0.841 0.0055
C 4.611416 2.315933 -1.872542 -1.585 0.069 1.216 0.0166
C 3.379128 2.317764 -1.014449 1.246 -1.328 -0.588 0.0114
C 2.720405 3.372406 -0.458575 -0.321 0.569 -0.549 -0.0012
C 3.142336 4.709813 -0.975416 -0.246 -0.018 0.168 -0.0006
C 2.390071 5.276486 -1.998156 -0.700 -0.353 0.134 -0.0003
C 2.728752 6.507465 -2.526466 0.555 -0.154 0.240 -0.0001
C 3.894129 7.118467 -2.060726 0.382 0.467 -0.077 -0.0001
Cl 4.357215 8.664458 -2.777112 -0.105 -0.499 0.306 0.0000
C 4.707523 6.547309 -1.071476 -0.414 0.653 0.242 -0.0001
C 4.271173 5.356964 -0.503473 0.618 -0.363 -0.341 -0.0003
C 1.577314 3.282430 0.347025 0.048 0.605 0.163 0.0073
N 0.919228 2.156745 0.798254 0.084 0.433 -0.245 -0.0067
C -0.234497 2.635633 1.404187 -0.139 -0.969 0.168 0.0117
C -1.252793 1.823484 1.944256 0.015 1.953 0.297 -0.0070
C -2.337119 2.493698 2.736943 -0.032 -0.810 -1.563 -0.0010
C -3.643358 2.426209 2.289079 0.026 -0.235 -0.484 -0.0006
C -4.691385 2.873402 3.049948 -1.187 -0.457 0.911 -0.0001
C -4.454268 3.333452 4.348014 0.276 0.638 -0.272 -0.0003
Cl -5.897328 3.738651 5.324483 1.257 -0.145 -0.401 -0.0001
C -3.113318 3.544017 4.754699 -2.384 -0.302 -0.405 0.0000
C -2.107174 3.092121 3.923046 0.470 1.163 1.918 -0.0005
C -1.294262 0.468188 1.928387 -0.330 -2.928 0.637 0.0112
C -2.123701 -0.422188 2.813318 0.862 1.211 -1.088 0.0171
C -1.621963 -1.662534 2.700766 0.098 0.703 -0.484 0.0080
C -0.524620 -1.611877 1.788429 0.122 0.103 -0.503 0.0214
N -0.389924 -0.342656 1.272689 0.633 -0.279 0.014 0.0070
C 0.324744 -2.705250 1.576811 0.354 -0.279 0.209 -0.0188
C 1.543441 -2.640691 0.928915 0.460 0.803 -0.330 0.0161
C 2.437449 -3.727992 0.721975 -0.115 -1.304 0.121 0.0125
C 3.493209 -3.302187 0.004138 -0.327 -0.023 0.607 0.0089
C 3.303635 -1.933373 -0.190095 -0.099 1.842 -0.291 0.0202
N 2.140557 -1.498830 0.405308 -0.770 0.252 -0.249 -0.0121
C 0.143931 -3.940395 2.441167 -0.677 0.670 -1.927 -0.0024
C -0.389915 -5.155765 2.037461 -0.655 -1.010 0.472 -0.0008
C -0.668930 -6.131247 3.017547 0.270 -0.090 -1.602 0.0001
C -0.337875 -5.872271 4.306891 -0.521 -0.926 1.681 -0.0001
Cl -0.906189 -7.069441 5.515495 0.597 0.709 -0.471 0.0000
C 0.297182 -4.723102 4.697388 -0.165 0.668 -0.006 -0.0001
C 0.504945 -3.740386 3.730748 0.583 -0.178 2.102 -0.0009
C -0.243613 4.051048 1.395631 -0.049 0.493 0.100 0.0015
C 0.869328 4.471593 0.736542 0.276 -1.383 0.463 0.0056
N 3.020155 1.012483 -0.731194 0.550 0.148 -0.243 0.0127
H 8.438481 -2.835026 -1.490916 -0.161 -0.094 -0.333 0.0000
H 6.683859 -1.653933 -0.215953 0.083 -0.187 0.099 -0.0001
H 3.914009 -2.183337 -3.454482 0.684 -0.069 0.341 0.0002
H 5.475421 -3.425766 -4.656732 1.034 0.061 0.125 0.0000
H 5.798280 0.610109 -2.484413 0.619 -0.262 -0.453 0.0002
H 5.116261 3.211231 -2.216470 -0.132 -0.262 -0.050 0.0010
H 1.498890 4.723279 -2.339589 0.474 0.439 0.063 -0.0002
H 2.110047 6.949243 -3.291394 0.134 0.189 -0.077 0.0000
H 5.592086 7.055204 -0.636462 -0.669 -0.301 -0.729 0.0000
H 4.911440 4.847754 0.208996 -0.180 0.158 0.236 -0.0001
H -3.835567 1.999208 1.322609 -0.108 -0.174 -0.240 -0.0001
H -5.730131 2.715907 2.712531 0.671 0.283 0.138 0.0000
H -2.913001 4.042493 5.678681 0.187 0.047 0.428 0.0000
H -1.131846 3.286741 4.310431 0.825 -0.240 -0.119 0.0000
H -2.923012 -0.096349 3.438041 -0.338 0.224 0.250 0.0010
H -1.924098 -2.556883 3.164167 -0.433 -0.726 0.612 0.0003
H 2.266468 -4.741434 1.041799 -0.098 -0.027 0.140 0.0005
H 4.375070 -3.773407 -0.324927 0.556 -0.882 -0.235 0.0003
H -0.680179 -5.387057 1.015583 0.175 0.335 0.075 0.0000
H -1.086905 -7.120871 2.819447 -0.038 0.528 -0.390 0.0000
H 0.507194 -4.540434 5.734572 0.186 0.012 0.218 0.0000
H 0.944769 -2.787836 4.019681 -0.079 -0.181 0.014 -0.0001
H -1.018839 4.666404 1.825261 0.016 -0.068 0.022 0.0001
H 1.294028 5.436847 0.616511 -0.164 0.685 -0.184 0.0003
N -4.039067 -2.818064 0.013253 -0.510 1.488 0.248 0.0001
C -3.453544 -3.959738 0.648732 1.119 -0.840 0.440 0.0000
C -3.382207 -5.118505 -0.344109 -0.118 -0.318 0.302 0.0000
N -2.729612 -4.822588 -1.618234 -1.313 0.345 -0.653 0.0000
H -3.327213 -2.465006 -0.609847 -0.010 0.081 -0.577 0.0000
H -4.119585 -2.015787 0.656171 -0.225 -0.667 -0.103 0.0001
H -4.011090 -4.324038 1.536001 0.212 0.498 -0.359 0.0000
H -2.404710 -3.723215 0.924255 -0.338 -0.262 0.408 0.0000
H -4.417350 -5.412770 -0.543019 0.086 -0.024 -0.233 0.0000
H -2.929798 -6.003748 0.182940 -0.070 0.739 -0.741 0.0000
H -1.753449 -4.660189 -1.604276 1.049 0.034 0.442 0.0000
H -3.141715 -4.028030 -2.145594 0.095 -0.942 0.779 0.0000
C -6.769476 0.667816 -1.737910 -0.354 0.382 -0.132 -0.0009
C -5.292512 0.879712 -1.575305 0.394 0.399 0.196 -0.0052
C -4.750106 2.063430 -1.037176 0.461 -0.551 -0.842 0.0019
C -3.364221 2.294926 -1.126920 0.786 0.723 0.677 -0.0040
C -2.833023 3.698234 -0.839447 -0.316 0.244 -1.453 -0.0014
C -2.468635 1.305370 -1.570116 -0.279 -0.506 -0.136 0.0091
Se -0.559110 1.640753 -1.718442 -0.090 0.151 -0.178 -0.0491
C -3.018409 0.129285 -2.101253 -0.108 -0.421 -0.621 -0.0034
C -2.189701 -0.930968 -2.811290 0.857 0.933 -0.035 0.0007
C -4.405684 -0.042568 -2.118186 0.550 0.098 0.510 0.0018
H -7.079910 1.149266 -2.678616 0.025 -0.401 0.082 -0.0004
H -7.372444 1.166532 -0.982314 0.144 0.049 0.301 -0.0001
H -7.057794 -0.386321 -1.739813 0.158 0.123 -0.158 -0.0001
H -5.403223 2.853600 -0.665167 0.130 -0.138 -0.068 0.0002
H -3.459249 4.220024 -0.145226 -0.360 0.312 0.583 0.0000
H -2.915289 4.257790 -1.797963 -0.194 -0.205 0.378 -0.0003
H -1.780357 3.856134 -0.609948 -0.172 -0.713 0.342 -0.0008
H -1.775993 -1.651515 -2.106081 -0.075 -0.177 0.045 0.0002
H -1.285122 -0.447314 -3.264919 -1.012 -0.424 0.248 0.0007
H -2.741537 -1.449314 -3.601488 -0.076 0.102 0.258 0.0000
H -4.744677 -0.973548 -2.539082 -0.431 -0.106 -0.155 0.0002
S 1.071860 -1.238929 -2.138205 0.344 -0.681 0.410 0.0229
C 1.093113 -0.466414 -3.615363 -0.285 0.960 -0.892 0.0076
N 1.055244 0.055420 -4.654775 0.225 -0.499 0.723 0.0065
```
Forces are in eV/Å.

HOMO (spin up / spin down)   -0.278 / -0.278 Ha
⟨S²⟩   2.0695
Total charge   0
HOMO-LUMO gap (spin up / spin down)   5.65 / 5.31 eV
Spin multiplicity   3


| no. | M (g/mol) |
| --- | --- |
| 1 | 929.68 |
| 2 | 1162.79 |